A 8-piece molecular cluster, C46H109NO22 overall. Source: the Open Molecules 2025 dataset; level of theory: ωB97M-V/def2-TZVPD.

The geometry in XYZ format:
```
178
Properties=species:S:1:pos:R:3:lowdin_charge:R:1
C -5.321 -7.489 1.725 -0.126
O -4.711 -7.136 0.505 -0.198
C -3.951 -5.914 0.637 -0.186
C -3.516 -5.569 -0.784 -0.396
C -2.325 -6.411 -1.239 -0.065
N -3.087 -4.178 -0.688 0.044
H -6.131 -6.796 1.990 0.086
H -4.587 -7.604 2.525 0.088
H -5.894 -8.399 1.528 0.086
H -4.528 -5.170 1.191 0.113
H -3.095 -6.166 1.277 0.127
H -4.351 -5.577 -1.482 0.141
H -2.519 -7.484 -1.329 0.076
H -1.423 -6.251 -0.652 0.074
H -2.138 -6.122 -2.280 0.072
H -2.655 -3.738 -1.489 0.068
H -2.519 -3.885 0.092 0.049
C 0.471 -3.479 -1.978 -0.130
O -0.330 -2.604 -1.260 -0.180
C -0.092 -1.254 -1.644 -0.168
C -1.036 -0.293 -0.947 -0.185
O -0.431 0.688 -0.152 -0.118
C -0.065 0.249 1.143 -0.168
C 0.337 1.407 2.086 -0.195
O 1.383 2.125 1.509 -0.160
C 1.969 3.026 2.449 -0.107
H 0.292 -3.482 -3.077 0.076
H 0.214 -4.523 -1.809 0.084
H 1.534 -3.215 -2.071 0.078
H -0.026 -1.054 -2.716 0.128
H 0.897 -1.030 -1.218 0.112
H -1.816 -0.803 -0.358 0.109
H -1.689 0.248 -1.638 0.131
H 0.712 -0.523 1.156 0.124
H -0.982 -0.202 1.542 0.102
H 0.637 0.857 2.984 0.131
H -0.576 1.992 2.228 0.120
H 2.430 2.490 3.280 0.092
H 1.137 3.644 2.798 0.055
H 2.669 3.717 1.984 0.077
C 0.823 -7.230 -12.388 -0.123
O -0.233 -6.591 -11.705 -0.171
C -0.515 -5.312 -12.269 -0.196
C 0.419 -4.225 -11.744 -0.169
O 0.105 -4.030 -10.372 -0.139
C 0.433 -2.808 -9.785 -0.215
C -0.087 -2.726 -8.354 -0.204
O 0.923 -3.104 -7.457 -0.177
C 0.533 -3.446 -6.159 -0.128
H 1.164 -8.048 -11.747 0.089
H 1.738 -6.650 -12.547 0.081
H 0.446 -7.646 -13.327 0.088
H -1.537 -5.138 -11.927 0.126
H -0.646 -5.316 -13.355 0.123
H 0.396 -3.234 -12.207 0.126
H 1.453 -4.590 -11.746 0.120
H -0.115 -1.972 -10.254 0.119
H 1.464 -2.468 -9.925 0.133
H -0.965 -3.383 -8.334 0.132
H -0.429 -1.705 -8.161 0.123
H 0.166 -2.591 -5.578 0.079
H 1.385 -3.794 -5.570 0.082
H -0.165 -4.288 -6.227 0.094
C -5.314 -0.114 5.481 -0.109
O -4.309 -0.089 6.470 -0.151
C -3.149 -0.741 6.052 -0.220
C -1.944 0.177 5.915 -0.169
O -2.288 1.315 5.128 -0.133
C -1.796 2.535 5.644 -0.183
C -2.303 3.648 4.736 -0.168
O -1.438 3.699 3.578 -0.209
C -1.865 4.779 2.794 -0.130
H -6.262 0.384 5.665 0.086
H -5.477 -1.139 5.127 0.087
H -4.971 0.346 4.541 0.079
H -3.329 -1.491 5.275 0.103
H -2.818 -1.421 6.854 0.127
H -1.055 -0.274 5.470 0.119
H -1.693 0.430 6.950 0.123
H -0.716 2.671 5.723 0.110
H -2.283 2.661 6.616 0.135
H -2.159 4.644 5.164 0.119
H -3.352 3.451 4.506 0.133
H -1.779 5.750 3.316 0.089
H -2.939 4.809 2.578 0.093
H -1.288 4.947 1.886 0.074
C 6.698 -2.484 -0.920 -0.111
O 5.413 -2.949 -0.550 -0.170
C 4.341 -2.147 -1.035 -0.199
C 3.960 -1.065 -0.060 -0.188
O 5.014 -0.118 0.104 -0.123
C 4.896 0.595 1.301 -0.205
C 5.411 2.040 1.131 -0.186
O 6.568 2.088 0.317 -0.161
C 7.669 1.471 0.913 -0.134
H 7.397 -2.690 -0.107 0.087
H 6.824 -1.404 -1.041 0.079
H 6.962 -2.983 -1.856 0.086
H 3.493 -2.835 -0.953 0.110
H 4.417 -1.814 -2.070 0.134
H 3.560 -1.490 0.863 0.131
H 3.112 -0.518 -0.498 0.121
H 5.274 0.089 2.199 0.130
H 3.827 0.687 1.550 0.106
H 5.576 2.515 2.108 0.117
H 4.673 2.717 0.702 0.115
H 8.509 1.690 0.252 0.092
H 7.599 0.379 1.024 0.082
H 7.953 1.751 1.937 0.090
C -6.485 -1.611 -1.767 -0.103
O -5.646 -1.080 -0.763 -0.205
C -6.312 -0.319 0.222 -0.195
C -6.166 -0.896 1.626 -0.204
O -4.864 -0.928 2.163 -0.121
C -3.985 -1.798 1.458 -0.190
C -2.777 -2.158 2.277 -0.204
O -3.115 -3.119 3.267 -0.186
C -2.035 -3.582 4.033 -0.126
H -7.151 -2.416 -1.443 0.090
H -5.797 -2.055 -2.489 0.087
H -7.048 -0.806 -2.248 0.087
H -7.396 -0.223 0.097 0.125
H -5.841 0.667 0.194 0.132
H -6.672 -1.865 1.760 0.132
H -6.773 -0.340 2.351 0.124
H -3.716 -1.454 0.460 0.102
H -4.488 -2.751 1.267 0.111
H -2.286 -1.290 2.730 0.114
H -2.034 -2.614 1.612 0.110
H -1.309 -2.844 4.391 0.082
H -1.407 -4.315 3.506 0.085
H -2.508 -4.115 4.855 0.093
C 1.129 6.227 0.498 -0.125
O 0.669 5.590 -0.648 -0.170
C 1.561 5.515 -1.718 -0.204
C 1.047 4.649 -2.866 -0.206
O -0.015 5.227 -3.576 -0.136
C -0.263 4.518 -4.790 -0.170
C -1.498 5.127 -5.438 -0.204
O -1.785 4.464 -6.659 -0.182
C -3.123 4.590 -7.074 -0.120
H 0.404 6.205 1.316 0.068
H 1.034 7.312 0.306 0.095
H 2.124 5.962 0.861 0.087
H 2.470 5.021 -1.342 0.124
H 1.855 6.510 -2.076 0.132
H 0.809 3.625 -2.555 0.132
H 1.909 4.530 -3.540 0.123
H -0.606 3.511 -4.530 0.131
H 0.673 4.580 -5.342 0.130
H -1.345 6.185 -5.677 0.129
H -2.350 5.113 -4.754 0.123
H -3.297 5.546 -7.584 0.086
H -3.819 4.716 -6.234 0.081
H -3.416 3.743 -7.685 0.085
C 1.268 4.550 5.176 -0.106
O 2.489 5.232 5.382 -0.158
C 3.556 4.497 4.815 -0.212
C 4.871 5.009 5.355 -0.181
O 5.242 4.394 6.565 -0.129
C 4.825 5.067 7.735 -0.197
C 5.205 4.306 8.970 -0.205
O 4.636 3.011 8.993 -0.164
C 5.512 1.965 8.666 -0.121
H 0.372 5.043 5.548 0.092
H 1.343 3.589 5.698 0.094
H 1.090 4.358 4.115 0.041
H 3.476 4.372 3.727 0.095
H 3.459 3.445 5.126 0.125
H 4.758 6.086 5.526 0.129
H 5.681 4.927 4.631 0.125
H 3.748 5.258 7.692 0.129
H 5.360 6.027 7.769 0.131
H 4.901 4.866 9.854 0.127
H 6.299 4.245 8.974 0.123
H 6.396 2.336 8.147 0.083
H 5.038 1.175 8.079 0.084
H 5.854 1.394 9.540 0.082
```

The highest occupied orbital energy is -0.322 hartree. Its spin multiplicity is 1. As for the LUMO energy: 0.454 eV. For the strongest force on any atom, the calculation gives 2.7 eV/A. As for the SMILES: COC[C@H](C)N.COCCOCCOC.COCCOCCOC.COCCOCCOC.COCCOCCOC.COCCOCCOC.COCCOCCOC.COCCOCCOC.

---

C25H47AgBN9S3 as an isolated structure. Source: the Open Molecules 2025 dataset; level of theory: ωB97M-V/def2-TZVPD.

The geometry in XYZ format:
```
86
Properties=species:S:1:pos:R:3:lowdin_charge:R:1
Ag -1.086 -0.343 -0.717 0.449
N -3.398 -1.297 -1.205 -0.030
C -3.603 -1.481 -2.634 -0.273
C -3.297 -0.167 -3.364 -0.229
N -1.898 0.191 -3.210 -0.093
C -1.047 -0.052 -4.366 -0.226
C 0.332 -0.528 -3.915 -0.300
N 0.906 0.447 -3.001 -0.020
H -3.467 -2.174 -0.701 0.069
H -4.105 -0.666 -0.839 0.078
H -4.630 -1.789 -2.880 0.107
H -2.918 -2.252 -2.987 0.112
H -3.924 0.620 -2.936 0.116
H -3.576 -0.282 -4.422 0.112
H -1.799 1.157 -2.933 0.059
H -0.921 0.857 -4.974 0.114
H -1.489 -0.821 -5.004 0.114
H 0.961 -0.711 -4.800 0.108
H 0.216 -1.466 -3.370 0.055
H 1.298 1.231 -3.515 0.070
H 1.660 0.016 -2.480 0.012
C 0.144 5.070 -2.490 -0.046
C -0.592 4.206 -1.461 -0.554
C -1.902 3.718 -2.086 -0.060
C -0.865 5.047 -0.209 -0.043
N 0.239 3.070 -1.050 -0.003
C 1.577 2.914 -1.329 -0.071
C 2.044 1.910 -0.561 -0.079
N 1.019 1.425 0.215 0.032
B 1.420 0.637 1.516 -0.567
N 2.313 -0.579 1.117 0.064
C 3.565 -0.644 1.682 -0.067
C 4.277 -1.623 1.095 -0.051
N 3.476 -2.199 0.139 -0.014
C 2.268 -1.547 0.169 -0.654
S 1.027 -1.919 -0.892 0.683
C 3.806 -3.431 -0.591 -0.559
C 5.281 -3.790 -0.389 -0.052
C 2.926 -4.544 -0.019 -0.035
C 3.581 -3.258 -2.096 -0.067
N 0.291 0.417 2.549 0.027
C 0.242 1.310 3.596 -0.081
C -0.764 0.973 4.422 -0.058
N -1.366 -0.152 3.912 -0.005
C -0.729 -0.464 2.738 -0.735
S -1.132 -1.745 1.738 0.615
C -2.499 -0.832 4.552 -0.556
C -2.206 -2.329 4.675 -0.067
C -2.723 -0.270 5.963 -0.053
C -3.755 -0.584 3.715 -0.036
C -0.090 2.133 -0.106 -0.717
S -1.612 1.920 0.584 0.686
H -0.534 5.849 -2.831 0.090
H 0.450 4.484 -3.353 0.083
H 1.020 5.549 -2.054 0.085
H -2.565 4.563 -2.254 0.090
H -2.394 3.013 -1.419 0.004
H -1.704 3.238 -3.043 0.075
H -1.400 5.957 -0.461 0.086
H 0.078 5.318 0.262 0.091
H -1.454 4.483 0.510 0.032
H 2.101 3.511 -2.044 0.110
H 3.034 1.504 -0.501 0.127
H 2.180 1.381 2.070 0.113
H 3.866 0.028 2.456 0.113
H 5.282 -1.930 1.285 0.107
H 5.518 -3.961 0.657 0.078
H 5.929 -3.013 -0.788 0.090
H 5.486 -4.711 -0.928 0.088
H 3.120 -4.651 1.046 0.091
H 3.130 -5.491 -0.508 0.086
H 1.877 -4.297 -0.155 0.043
H 4.143 -2.403 -2.464 0.089
H 2.530 -3.102 -2.314 0.004
H 3.920 -4.149 -2.617 0.084
H 0.941 2.114 3.681 0.111
H -1.083 1.458 5.318 0.106
H -1.302 -2.490 5.258 0.090
H -2.065 -2.765 3.692 -0.005
H -3.032 -2.832 5.169 0.083
H -1.821 -0.346 6.567 0.087
H -3.502 -0.851 6.450 0.087
H -3.052 0.767 5.935 0.081
H -3.634 -1.016 2.727 0.047
H -3.920 0.485 3.605 0.087
H -4.620 -1.028 4.200 0.085
```

The highest occupied orbital energy is -0.233 hartree. Its spin multiplicity is 1. As for the LUMO energy: 0.668 eV. For the strongest force on any atom, the calculation gives 0.9 eV/A.

---

The records above yield ΔE to the lowest compared entry with this formula, charge and spin values of 27.64; 34.32 kcal/mol, respectively.
The records above yield molecular weight values of 1028.4; 688.6 u, respectively.
The records above yield HOMO-LUMO gap values of 9.203; 7.005 eV, respectively.